# C39H49Cl4HfN8O5PS2Si2

A molecular structure, C39H49Cl4HfN8O5PS2Si2 in a non-equilibrium geometry (the ωB97M-V functional and the def2-TZVPD basis, the OMol25 dataset).

The geometry in XYZ format:
```
111
Properties=species:S:1:pos:R:3
Hf -0.880 -0.047 -1.406
C -0.659 0.165 4.360
N -0.959 -0.099 2.972
C -0.284 -0.039 1.833
N -1.141 -0.100 0.781
C -2.403 -0.070 1.361
N -2.337 0.083 2.644
C 0.497 -0.593 4.989
C 0.342 -0.992 6.331
C 1.338 -1.871 6.903
C 2.404 -2.324 6.128
C 2.536 -1.787 4.845
C 1.618 -0.912 4.254
C 3.775 -2.001 4.127
N 4.962 -2.335 4.647
N 5.837 -2.351 3.623
C 5.191 -2.057 2.519
O 3.838 -1.742 2.770
C 5.684 -2.152 1.192
C 7.028 -2.150 0.942
C 7.456 -2.416 -0.388
C 6.490 -2.564 -1.403
C 5.142 -2.584 -1.133
C 4.129 -2.686 -2.208
N 3.111 -1.534 -2.159
C 1.795 -1.566 -1.963
N 1.321 -0.357 -1.539
C 2.542 0.332 -1.359
N 3.580 -0.319 -1.723
C 4.727 -2.494 0.159
H -1.524 -0.075 4.948
H -0.473 1.274 4.406
H 0.803 -0.029 1.585
H -3.314 0.044 0.815
H -0.567 -0.808 6.799
H 1.129 -2.368 7.865
H 3.151 -3.017 6.510
H 1.792 -0.546 3.267
H 7.671 -1.975 1.796
H 8.507 -2.481 -0.599
H 6.852 -2.742 -2.389
H 3.559 -3.604 -2.067
H 4.550 -2.713 -3.194
H 1.269 -2.445 -2.192
H 2.551 1.367 -0.934
H 3.683 -2.642 0.471
Cl -6.731 2.494 -3.927
C -5.035 2.286 -3.675
C -4.103 2.573 -4.737
Cl -4.745 3.227 -6.188
C -2.780 2.125 -4.539
Cl -1.640 2.397 -5.764
C -2.428 1.353 -3.413
O -1.308 0.630 -3.329
C -3.258 1.238 -2.280
O -2.834 0.762 -1.125
C -4.585 1.664 -2.489
Cl -5.483 1.805 -1.034
C 0.934 7.087 -0.742
C 0.917 5.949 0.292
C 0.968 6.400 1.752
O -0.245 5.158 -0.019
P -0.589 3.626 0.412
S 0.233 3.150 2.187
S 0.070 2.473 -1.127
O -2.161 3.547 0.402
C -3.049 4.580 1.058
C -2.512 5.254 2.272
C -3.534 5.504 -0.087
H 1.652 7.835 -0.402
H -0.017 7.513 -0.784
H 1.079 6.696 -1.784
H 1.759 5.358 0.109
H 0.087 6.969 2.067
H 1.846 7.026 1.831
H 1.085 5.582 2.441
H -3.942 4.019 1.358
H -2.230 6.291 1.913
H -1.596 4.815 2.724
H -3.242 5.332 3.067
H -2.591 5.794 -0.594
H -3.971 6.479 0.312
H -4.321 5.073 -0.715
C -2.899 -3.872 0.314
Si -1.214 -3.531 -0.479
C -0.059 -2.871 0.949
C -0.481 -5.117 -1.088
C -1.638 -2.098 -1.686
Si -1.954 -2.879 -3.354
C -3.231 -4.276 -3.088
C -2.769 -1.726 -4.636
C -0.487 -3.520 -4.389
H -2.817 -4.299 1.311
H -3.534 -4.523 -0.329
H -3.465 -2.900 0.335
H 0.470 -3.815 1.277
H -0.643 -2.491 1.824
H 0.696 -2.163 0.587
H -0.642 -5.785 -0.203
H 0.595 -5.091 -1.346
H -1.049 -5.616 -1.861
H -2.656 -1.875 -1.369
H -4.052 -3.689 -2.742
H -3.027 -5.023 -2.367
H -3.629 -4.876 -3.962
H -3.462 -1.146 -4.014
H -3.422 -2.351 -5.302
H -2.096 -1.052 -5.200
H -0.826 -3.783 -5.426
H -0.143 -4.473 -3.888
H 0.413 -2.903 -4.495
```

Calculated values
HOMO level = -7.35 eV
E = -161512.9740 eV
Gap between HOMO and LUMO = 0.2421 Eh
Charge = 0